Record 1
{
  "formula": "C3H8N",
  "method": "the ωB97M-V functional and the def2-TZVPD basis",
  "smiles": "C[NH+]1CC1",
  "e_above_lowest_kj_mol": 109.9,
  "charge": 1,
  "lumo_energy_ha": -0.127,
  "total_energy_ha": -173.540871,
  "homo_energy_ev": -17.43,
  "species": ["C", "N", "C", "C", "H", "H", "H", "H", "H", "H", "H", "H"],
  "coordinates": [[0.1072, 0.9935, 0.9290], [0.1334, 0.3740, -0.3208], [0.5697, -1.0409, -0.5408], [-0.8263, -0.7143, -0.7318], [-0.0737, 0.1802, 1.6660], [1.1217, 1.4787, 1.0934], [-0.6816, 1.7116, 0.8647], [0.1653, 0.9612, -1.1458], [0.6735, -1.7162, 0.2738], [1.2726, -1.1884, -1.4171], [-1.1325, -0.4462, -1.7383], [-1.5726, -1.1983, -0.0256]],
  "forces_ev_per_a": [[1.6, 0.5, 2.3], [-0.6, -2.7, -1.7], [1.3, -0.2, -2.7], [-1.6, -0.3, -0.4], [0.1, 1.0, -0.1], [-1.4, -0.5, 0.1], [-0.4, 0.6, 0.7], [0.8, 0.3, 0.2], [0.9, 0.3, 1.0], [-1.0, 0.2, 1.3], [-0.5, -0.6, 0.2], [1.0, 1.3, -0.8]],
  "lowdin_charge": [-0.011, -0.111, -0.027, -0.027, 0.131, 0.144, 0.108, 0.191, 0.129, 0.165, 0.134, 0.173]
}

***

Record 2
{
  "formula": "C3H8N2",
  "method": "the ωB97M-V functional and the def2-TZVPD basis",
  "smiles": "[H]/N=C\\NCC",
  "e_above_lowest_kj_mol": 116.8,
  "charge": 0,
  "lumo_energy_ha": 0.039,
  "total_energy_ha": -228.604177,
  "homo_energy_ev": -9.08,
  "species": ["H", "N", "C", "N", "C", "C", "H", "H", "H", "H", "H", "H", "H"],
  "coordinates": [[-2.4113, 0.2606, -1.0374], [-2.3094, 0.4122, -0.0374], [-1.1817, 0.0132, 0.3739], [-0.1638, -0.6448, -0.3026], [1.2155, -0.5863, 0.1889], [1.9155, 0.7191, -0.1012], [-0.9784, 0.1296, 1.4386], [-0.2411, -0.6348, -1.3063], [1.7812, -1.4307, -0.2281], [1.1693, -0.7634, 1.2634], [1.4163, 1.5487, 0.4239], [1.9321, 0.9466, -1.1686], [2.9483, 0.6955, 0.2250]],
  "forces_ev_per_a": [[-0.1, 0.0, -0.2], [-0.1, 0.1, -0.2], [0.5, -0.3, 0.2], [0.0, 0.3, 0.2], [-0.3, -0.4, 0.1], [-0.1, 0.6, 0.1], [0.2, 0.0, 0.0], [-0.1, 0.0, -0.1], [-0.2, 0.2, 0.0], [0.1, 0.0, 0.1], [0.1, -0.2, -0.2], [-0.1, 0.0, 0.0], [0.2, -0.1, 0.2]],
  "lowdin_charge": [0.029, 0.063, -0.353, -0.029, -0.279, -0.102, 0.114, 0.120, 0.112, 0.107, 0.079, 0.072, 0.066]
}